Entry 1:
Here is an isolated molecule of C25H26N4O5S at a distorted geometry from the OMol25 dataset. Energies are from ωB97M-V/def2-TZVPD.

Its structure (SMILES) is COc1cccc(-c2nc3c(c(SCC(=O)N4CCOCC4)n2)Cc2c(CO)cnc(C)c2O3)c1. The electronic energy comes out at -53380.626 eV. The LUMO energy is 0.10 eV. The total charge is 0.

Last column: Mulliken charge in e.
Element x y z (Å)
C  3.81  -0.64  -3.69  0.748
H  1.52  0.00  2.87  0.428
H  3.81  -2.69  6.14  0.349
O  1.93  -3.80  2.16  -0.675
H  3.89  -0.20  3.57  0.342
H  -3.15  -0.47  0.55  0.454
N  -0.55  1.06  -2.63  -0.631
C  3.10  -0.10  4.34  -0.677
C  -5.06  1.64  0.48  0.328
H  4.65  0.00  -5.54  0.443
C  1.35  -1.76  1.09  -0.728
C  1.74  -2.61  2.29  0.530
N  1.85  -1.99  3.48  0.034
C  -4.63  3.42  -3.34  -1.264
H  -7.22  0.83  1.77  0.337
H  0.79  1.60  -4.58  0.506
H  2.73  1.44  -6.13  0.385
C  -3.87  1.40  -0.22  0.269
H  1.34  -2.41  0.21  0.622
O  -6.58  1.23  2.36  -0.580
C  -0.44  -0.22  -0.26  -0.408
H  2.34  -3.80  4.36  0.450
C  -3.73  1.99  -1.47  0.317
H  -3.75  4.07  -3.36  0.319
S  -0.32  -1.07  1.28  -0.234
H  5.92  -2.71  -2.33  0.245
H  1.45  -2.65  5.42  0.307
H  3.04  0.95  4.64  0.334
C  4.97  -2.18  -2.29  -0.761
H  4.36  -2.38  4.47  0.325
C  1.64  0.27  -3.15  0.339
O  4.91  -1.41  -3.47  -0.475
H  2.69  -1.09  -1.90  0.447
C  -4.76  2.79  -1.99  0.643
H  0.97  -0.41  4.51  0.168
C  -6.02  2.45  -0.12  -0.660
O  -2.62  1.85  -2.26  -0.627
H  -5.06  -0.05  1.79  0.308
C  2.73  -0.55  -2.83  -0.139
H  4.15  -2.90  -2.24  0.325
H  -4.61  1.48  2.56  0.307
H  -6.94  2.69  0.39  0.487
H  -4.48  2.65  -4.10  0.318
C  1.76  -0.57  3.76  -0.421
H  2.04  -0.93  0.92  0.421
H  4.95  -1.55  -1.40  0.306
O  3.46  -0.83  5.49  -0.365
N  0.60  -0.28  -1.08  -0.380
C  1.64  0.98  -4.35  -0.770
C  -1.61  0.49  -0.56  0.951
C  0.50  0.35  -2.24  -0.073
C  -1.59  1.12  -1.80  0.215
N  -5.87  3.00  -1.31  -0.678
C  3.56  -2.21  5.20  -0.560
C  -2.78  0.55  0.36  -0.456
C  -5.29  1.02  1.84  -0.560
C  2.23  -2.75  4.66  -0.773
H  -5.52  3.99  -3.56  0.375
C  3.80  0.08  -4.88  -0.602
C  2.72  0.89  -5.20  -0.616
H  -2.47  0.95  1.33  0.429


Entry 2:
Here is a structure of composition C25H27AlClN3O8Si from the OMol25 dataset. Energies are from ωB97M-V/def2-TZVPD.

The electronic energy comes out at -74214.556 eV. The LUMO energy is -0.65 eV. The total charge is 0.

Last column: Mulliken charge in e.
Element x y z (Å)
C  -2.59  0.08  2.79  0.380
H  3.68  -1.78  1.67  0.380
H  3.80  3.87  -0.63  0.472
C  2.86  -4.56  -1.65  -1.405
C  -2.42  1.03  1.64  0.351
H  2.61  0.37  -3.80  0.467
H  -4.50  0.89  3.31  0.458
C  0.75  4.75  -0.49  -1.131
Si  1.57  3.25  0.25  0.421
C  1.78  -1.35  0.80  0.627
C  -1.74  1.20  -1.59  -0.610
C  -1.62  -0.88  3.06  -0.023
H  -4.08  2.19  -0.80  0.288
H  -5.24  2.82  -1.92  0.232
C  -2.97  -1.67  4.85  0.060
H  1.36  5.63  -0.29  0.371
C  2.66  -0.62  -3.37  -0.751
H  1.09  3.93  2.60  0.299
C  1.98  3.62  2.05  -1.169
H  3.72  -0.41  0.54  0.290
H  -1.81  2.21  -1.18  0.831
Al  0.28  1.21  0.38  -0.717
H  -1.32  -2.33  -2.91  0.561
H  2.39  2.74  2.55  0.306
C  3.19  2.96  -0.65  -1.069
O  -4.48  1.39  -3.83  -0.628
H  3.51  0.05  -1.52  0.352
N  -3.18  -2.63  5.97  0.990
H  3.77  2.16  -0.18  0.251
C  -1.82  -1.78  4.10  -0.667
H  3.04  2.68  -1.70  0.239
N  -0.66  0.48  -1.23  0.820
C  -2.57  -0.58  -2.92  -0.526
N  -4.39  2.31  -1.75  -0.244
O  1.11  -2.36  0.77  -0.589
C  -3.95  1.50  -2.74  -0.001
O  -4.12  -2.42  6.71  -0.605
H  1.95  -3.84  -4.12  0.391
O  -2.40  -3.55  6.08  -0.599
C  -1.46  -1.32  -2.55  -0.969
C  2.22  -1.71  -4.08  0.205
C  -2.72  0.70  -2.41  0.353
H  -3.32  -0.97  -3.59  0.494
H  0.64  4.66  -1.58  0.322
O  -1.18  1.30  1.34  0.114
C  -0.54  -0.77  -1.68  -0.158
C  3.30  -1.41  0.72  -0.687
C  2.81  -3.20  -2.27  1.274
C  -3.94  -0.72  4.61  -0.532
H  3.88  -4.81  -1.34  0.326
H  -0.71  -0.93  2.47  0.294
H  2.24  -4.60  -0.75  0.238
H  2.72  4.42  2.12  0.353
C  3.16  -0.81  -2.08  -0.361
Cl  1.55  -1.49  -5.67  -0.239
O  3.70  -2.34  -0.27  -0.477
H  -1.09  -2.55  4.32  0.514
O  -3.37  1.48  1.04  -0.725
H  2.52  -5.32  -2.35  0.422
H  -0.24  4.93  -0.07  0.312
C  3.23  -2.08  -1.54  0.190
O  1.28  -0.14  0.87  0.193
C  -3.75  0.15  3.55  -0.625
H  0.32  -1.34  -1.34  0.390
H  -4.82  -0.69  5.23  0.493
C  2.30  -2.99  -3.54  -0.817


Entry 3:
Here is a structure of composition C25H27AuClN6P at a distorted geometry from the OMol25 dataset. Energies are from ωB97M-V/def2-TZVPD.

The electronic energy comes out at -60807.358 eV. The LUMO energy is -0.35 eV. The total charge is 0.

Last column: Mulliken charge in e.
Element x y z (Å)
N  -1.37  -1.63  -0.10  -0.081
H  2.61  4.06  2.41  0.388
C  -3.68  -5.18  -0.04  -0.101
C  -3.30  1.71  -0.45  -1.026
H  -6.88  -9.55  0.94  0.381
H  2.22  2.75  0.36  0.355
H  -3.29  3.51  -2.32  0.394
C  -1.00  3.13  -1.13  -0.861
C  2.65  2.28  1.24  -0.050
N  -4.06  -5.75  -1.15  -0.617
H  -5.69  -7.91  2.35  0.383
N  -3.88  3.03  -0.38  0.121
C  -3.25  3.95  -1.32  -0.949
C  -2.47  -3.33  1.16  -0.648
H  2.86  0.70  -0.95  0.400
N  -4.15  -5.83  1.07  0.004
C  2.93  0.91  1.14  0.227
H  -3.98  -5.59  2.03  0.184
C  2.53  0.17  -0.06  -1.720
H  -1.44  -1.77  -2.14  0.459
C  2.87  3.01  2.38  -0.723
C  -6.22  -8.72  -0.92  -0.445
C  -1.60  2.71  1.52  -0.843
C  -1.75  -2.24  -1.22  -0.666
C  -3.77  3.59  0.96  -0.960
H  -1.39  -1.64  1.94  0.433
H  -1.01  2.81  -2.18  0.368
H  -6.76  -9.46  -1.49  0.378
C  -4.89  -6.89  0.63  0.627
H  -5.44  -7.69  -2.64  0.445
C  -5.49  -7.75  -1.57  -0.780
H  0.02  3.43  -0.87  0.361
C  -1.84  4.81  0.37  -0.962
H  -0.59  3.01  1.83  0.365
N  -2.41  3.90  1.35  0.139
Au  0.41  0.19  -0.09  -0.040
H  -3.83  1.05  0.25  0.409
H  -4.20  2.88  1.68  0.385
H  -3.83  4.88  -1.31  0.311
H  -0.81  5.04  0.64  0.401
C  -2.49  -3.40  -1.23  -0.431
C  3.40  2.39  3.51  -0.431
C  -1.72  -2.17  1.05  -0.516
C  3.54  0.34  2.27  0.498
Cl  4.04  -1.32  2.25  -0.257
P  -1.46  1.68  -0.04  1.411
C  3.76  1.06  3.43  -0.552
C  -6.29  -8.78  0.48  -0.436
H  -2.43  5.73  0.38  0.283
H  -2.04  2.10  2.32  0.386
H  -4.35  4.52  0.98  0.308
H  -3.43  1.32  -1.47  0.440
H  -2.80  -3.88  -2.15  0.518
N  -1.88  4.27  -0.98  0.122
C  -2.88  -3.97  -0.01  0.961
C  -5.63  -7.86  1.28  -0.972
H  2.96  -0.83  -0.09  0.551
H  3.53  2.94  4.43  0.378
H  -2.72  -3.72  2.13  0.289
H  4.20  0.56  4.28  0.404
C  -4.82  -6.82  -0.78  0.599


Entry 4:
Here is a structure of composition C25H27AuN4S from the OMol25 dataset. Energies are from ωB97M-V/def2-TZVPD.

The electronic energy comes out at -46835.691 eV. The LUMO energy is -6.63 eV. The total charge is +2.

Last column: Mulliken charge in e.
Element x y z (Å)
H  0.29  3.63  3.54  0.377
H  2.22  3.91  -0.17  0.468
C  -0.24  1.60  -0.43  0.296
H  -3.01  2.30  -2.26  0.445
N  -0.95  -1.88  -0.99  -0.282
H  0.52  5.76  2.46  0.363
C  0.41  3.10  2.59  -0.915
H  -2.00  0.48  -0.98  0.500
N  -2.45  -1.57  3.85  -0.029
C  0.37  2.85  -0.44  1.616
C  -3.43  -2.44  4.13  -0.001
H  0.31  4.81  -1.29  0.558
C  0.62  5.29  1.49  -0.890
H  0.91  2.16  2.75  0.350
H  1.26  5.89  0.84  0.354
H  -1.09  -1.36  -1.84  0.347
C  -1.40  3.67  -1.89  -0.856
H  2.13  4.10  2.14  0.355
C  1.71  -0.43  -1.21  0.604
H  -0.56  2.94  2.13  0.417
H  2.63  -2.47  -3.73  0.631
H  -1.84  -2.08  -0.54  0.066
H  1.97  -6.22  -1.64  0.418
C  0.05  -5.45  -1.06  -0.711
H  4.31  1.27  -2.60  0.430
C  -0.71  -4.31  -0.90  -0.625
C  -0.19  -3.07  -1.20  0.641
H  -4.83  -3.80  3.26  0.421
C  -4.04  -3.09  3.09  -0.939
C  3.58  0.49  -2.47  -0.935
H  2.73  1.40  -0.77  0.187
H  -0.36  5.16  1.03  0.461
Au  0.39  -0.23  0.33  -0.069
H  -1.81  4.47  -2.49  0.431
C  -2.06  2.46  -1.77  -0.886
C  2.64  -1.61  -3.08  -0.718
C  -2.02  -1.29  2.59  0.150
C  -0.20  3.86  -1.22  -0.459
C  1.58  3.22  0.38  -1.784
H  -3.99  -3.29  0.95  0.472
H  -3.69  -2.58  5.17  0.444
C  1.11  -2.92  -1.68  0.692
C  1.75  -1.61  -1.99  0.210
N  -2.59  -1.93  1.56  -0.078
C  3.52  -0.59  -3.34  -0.777
H  4.17  -0.64  -4.20  0.412
C  -1.47  1.43  -1.05  -0.216
H  -0.36  -6.42  -0.82  0.413
S  -0.78  -0.11  2.46  -0.615
C  2.66  0.56  -1.44  -0.333
C  1.87  -4.09  -1.82  -0.869
H  -1.74  -4.39  -0.56  0.358
C  -3.56  -2.79  1.81  0.185
C  1.36  -5.34  -1.52  -0.815
N  1.23  3.94  1.68  0.062
H  -1.98  -1.09  4.61  0.270
H  2.16  2.36  0.69  0.826
H  2.90  -4.02  -2.15  0.575


Per-record gap between HOMO and LUMO, eV: 8.62, 8.32, 6.86, 6.36